Density functional theory data (ωB97M-V/def2-TZVPD) for C27H29BBrNO4Sr as an isolated structure in a non-equilibrium geometry.

CARTESIAN COORDINATES (ANGSTROEM)
C 3.65776 3.61179 2.70170
C 3.42545 2.83149 1.31369
C 3.60163 3.62040 -0.01267
C 3.41468 2.83168 -1.33517
C 3.05679 1.32374 -1.33197
C 2.83750 0.48654 -0.01528
C 2.48250 -1.08623 -0.02307
C 1.08542 -1.43450 -0.72210
C 1.29964 -2.91697 -1.35846
C 1.17361 -2.98068 -2.96078
C 2.46992 -2.35546 -3.72694
Br 4.14591 -3.33973 -3.35149
O 0.64803 -0.57116 -1.84321
C -0.31793 0.43721 -1.43286
O -0.42186 1.54333 -1.99465
C -1.19734 -0.15845 -0.22723
C -1.73077 0.80146 0.93681
C -3.05124 1.62918 0.51784
C -2.79302 2.92220 -0.34422
C -4.06024 3.71925 -0.75948
C -5.50692 3.24053 -0.37352
C -5.74673 1.96253 0.48701
C -4.49041 1.17475 0.93403
B -2.45393 -0.82875 -1.05053
O -2.46558 -0.79249 -2.51763
O -3.52302 -1.48418 -0.36328
C -0.26443 -1.44350 0.17058
C -0.16431 -1.85396 1.71881
C -0.72165 -3.21142 2.19315
C -0.53744 -3.37395 3.71363
C 0.16316 -2.28508 4.51196
N 0.69576 -1.02488 4.12110
C 0.46280 -0.90257 2.72491
C 3.03443 1.30727 1.31420
H 3.16651 3.01872 3.55318
H 4.79577 3.55429 2.90702
H 3.34160 4.70707 2.65946
H 3.88910 4.72207 -0.09273
H 3.56279 3.37071 -2.32443
H 2.95624 0.76360 -2.31784
H 2.53536 -1.43031 1.08046
H 3.39081 -1.59607 -0.52789
H 0.54401 -3.69222 -0.94617
H 2.33561 -3.36649 -1.11163
H 1.19534 -4.10665 -3.23567
H 0.18386 -2.58209 -3.38046
H 2.64548 -1.25512 -3.43389
H 2.20380 -2.32954 -4.85161
H -2.05254 0.13969 1.83086
H -0.89722 1.47560 1.34989
H -1.74283 3.26158 -0.62438
H -3.92942 4.66758 -1.38103
H -6.43561 3.81362 -0.70460
H -6.76811 1.56650 0.79722
H -4.54394 0.22261 1.57264
H -3.39222 -0.73362 -2.87581
H -4.32836 -1.57920 -0.91723
H -0.92815 -2.30793 -0.23263
H -1.22806 -3.99479 1.54484
H -0.92462 -4.31246 4.23798
H 0.29085 -2.50692 5.63876
H 0.81869 0.10597 2.28349
H 2.92957 0.81362 2.33714
Sr -1.82251 -1.80920 -4.44979

Force components x, y, z for each atom (eV/Å):
0.78 -1.38 -0.59
-0.53 -0.63 -2.30
-0.95 -4.45 -0.53
-0.37 -1.81 3.15
0.25 1.05 2.83
0.91 4.43 0.33
1.16 2.15 0.35
-0.58 -1.77 0.06
-0.62 -0.76 -0.52
2.29 -1.61 0.42
-1.74 1.43 -0.45
-1.29 0.51 -0.32
-0.80 1.52 0.91
0.44 2.56 0.07
0.45 -4.69 1.56
0.85 -0.56 -1.43
-1.12 0.00 0.70
-1.24 2.00 -1.38
-4.72 -1.31 1.30
-0.35 -2.83 1.60
2.41 -2.06 1.22
4.31 1.01 -1.05
1.02 2.51 -1.91
-1.39 -0.06 2.90
-1.56 -0.14 -0.20
1.82 1.33 -2.49
-1.16 -1.39 1.19
-0.13 -0.95 1.88
2.08 3.42 3.36
0.72 2.07 -2.23
-0.31 -0.69 0.11
-2.90 -4.26 -3.90
-0.15 -0.14 -0.57
0.45 1.60 -3.03
0.52 1.15 -1.26
-1.80 0.29 -0.29
0.30 -1.68 0.04
-0.50 -1.80 0.47
-0.25 -0.91 1.46
0.17 1.02 1.41
-0.53 0.37 -1.86
-1.78 0.66 0.46
1.09 1.44 -0.44
-1.66 0.95 -0.43
-0.24 1.75 0.40
0.97 -0.02 0.50
-0.26 -1.87 -0.24
0.95 -0.37 1.64
0.67 0.81 -1.56
-1.26 -0.85 -0.92
-1.71 -0.57 0.47
-0.34 -1.51 1.05
1.67 -0.72 0.45
1.53 0.89 -0.57
-0.11 1.68 -1.05
0.50 0.43 1.29
0.46 -0.10 0.75
1.49 0.87 0.50
0.79 1.26 0.90
0.76 1.63 -0.74
-0.27 0.38 -2.03
-0.60 -1.81 0.73
0.19 0.67 -1.61
1.23 -0.18 -0.59

Summary:
Charge: +2
LUMO energy in eV: -9.06
Energy relative to the best compared isomer or geometry (same formula, charge and spin) in kJ/mol: 1325.5
Max |F| in eV/A: 6.5
HOMO-LUMO gap in eV: 3.18
Calculated total energy in hartree: -4030.61107
HOMO energy in Ha: -0.4500